15
Properties=species:S:1:pos:R:3:forces:R:3 method="wB97M-V/def2-TZVPD" lumo_ev=0.267 relative_energy_ev=4.570 total_charge=0 e_homo_ev=-7.9 total_energy_ha=-436.975450 multiplicity=1 gap_ev=8.12
C -1.027 0.036 -1.060 0.094 -0.519 1.019
C -0.561 -0.796 -0.080 -1.524 -0.557 -1.915
C -4.000 0.012 0.204 0.404 -0.042 -0.161
C 0.570 -0.672 0.896 -1.475 1.779 1.646
N -0.289 1.451 -1.008 3.117 -1.675 -1.259
O -4.441 -0.724 -0.528 -1.547 -2.366 -2.262
O -3.563 0.754 0.938 1.238 2.412 2.401
O -1.211 -2.091 0.019 2.412 1.928 3.014
H 0.559 -1.423 1.677 -0.505 -0.195 0.089
H 1.515 -0.829 0.441 1.088 0.398 -0.587
H 0.457 0.347 1.466 0.705 -1.706 -1.086
H 0.726 1.237 -0.628 -2.490 1.198 0.009
H -0.907 2.093 -0.443 1.342 -0.452 -1.122
H -0.007 1.709 -2.046 -1.722 -0.070 2.823
H -1.608 -2.381 -0.755 -1.137 -0.132 -2.609